Entry from OMol25: a structure of composition C40H42Cl2CrN3OP2Si2 in a non-equilibrium geometry (ωB97M-V/def2-TZVPD).

CARTESIAN COORDINATES (ANGSTROEM)
1 Cr -1.09125 0.03982 -0.16541
2 Cl -5.17232 2.82339 -1.04515
3 Cl -7.60137 -1.91835 -0.26663
4 P 0.93441 0.04376 1.54306
5 P 1.02315 0.16182 -1.59916
6 Si -1.14292 -0.06864 -3.72767
7 Si -1.53752 0.85812 3.20034
8 O -2.66463 1.23695 -0.48976
9 N -0.64040 0.32890 1.81091
10 N -2.49302 -1.26926 0.05853
11 N -0.50706 -0.02455 -2.11692
12 C 3.74428 2.50935 3.24862
13 C 2.17869 -0.75814 -2.66527
14 C -2.34100 -2.54463 0.37749
15 C -0.65272 -1.69843 -4.55660
16 C -3.79100 0.59659 -0.45629
17 C -4.90018 -1.61100 -0.07947
18 C -3.75154 -0.79716 -0.15782
19 C 2.80760 -3.38438 3.97752
20 C -2.99444 1.89386 2.61243
21 C -2.22510 -0.65590 4.12795
22 C 3.22845 3.60619 -1.80439
23 C 2.87698 2.26733 -1.72359
24 C 2.24402 4.57886 -1.90601
25 C 3.75656 -2.40076 -4.26086
26 C 1.53386 1.89986 -1.74483
27 C 0.88209 -0.57513 -0.05745
28 C 3.01876 1.37656 2.90705
29 C -0.44627 1.85805 4.37687
30 C -4.70234 -2.96868 0.25177
31 C -3.02107 -0.04434 -3.61905
32 C 3.41885 3.73829 2.69447
33 C 3.21848 -3.11314 2.67892
34 C -3.42688 -3.41865 0.48129
35 C -5.05131 1.13978 -0.68831
36 C 1.81262 -2.61744 4.56533
37 C -6.20400 0.35037 -0.64211
38 C 1.22208 -1.58039 3.85725
39 C -0.52955 1.35492 -4.81278
40 C 0.54622 2.88052 -1.81887
41 C 2.32284 -2.11109 -2.35904
42 C 0.90295 4.21731 -1.90483
43 C 2.35552 3.84191 1.80692
44 C 1.62104 -1.31110 2.55282
45 C -6.13781 -0.98781 -0.34092
46 C 2.81928 -0.23684 -3.78511
47 C 3.60542 -1.05893 -4.57951
48 C 1.62075 2.71652 1.47590
49 C 2.62441 -2.08251 1.96765
50 C 1.95131 1.47562 2.01891
51 C 3.11121 -2.92978 -3.15092
52 H 4.37877 -3.03412 -4.88037
53 H -3.41492 2.47135 3.43952
54 H -0.99181 2.09314 5.29454
55 H -3.24692 -4.45308 0.73805
56 H 0.41234 -1.73509 -4.79778
57 H -1.83971 -0.71046 5.14976
58 H -3.45526 -0.11645 -4.61981
59 H 3.99074 4.61866 2.95904
60 H -3.78472 1.25256 2.21374
61 H -0.49738 2.58469 -1.80169
62 H -3.31403 -0.59330 4.19626
63 H 0.45360 1.30642 4.65851
64 H -1.97912 -1.59134 3.62273
65 H 3.25970 -4.19731 4.53140
66 H 3.28070 0.42174 3.34312
67 H 0.52538 1.22748 -5.06795
68 H -0.87927 -2.54411 -3.90353
69 H -2.70823 2.58158 1.81555
70 H 2.09754 4.80205 1.37797
71 H -3.38988 -0.89168 -3.03547
72 H -3.39466 0.87138 -3.15738
73 H 4.56084 2.43063 3.95488
74 H 2.91622 -1.86616 0.94715
75 H 0.44246 -0.97972 4.30962
76 H 3.22691 -3.97778 -2.90495
77 H -5.55040 -3.63513 0.32049
78 H -1.21426 -1.83113 -5.48546
79 H -1.32348 -2.87199 0.55164
80 H 4.10177 -0.65228 -5.45159
81 H 3.64553 1.50851 -1.63668
82 H 0.76919 2.79606 0.81162
83 H 4.27241 3.89262 -1.78562
84 H -0.12306 2.80102 3.93124
85 H 2.52090 5.62275 -1.98204
86 H 3.99786 -3.70696 2.21838
87 H 0.13732 4.97906 -1.97916
88 H -1.09427 1.38255 -5.74794
89 H -0.64340 2.32445 -4.32695
90 H 1.49917 -2.81940 5.58195
91 H 2.69788 0.80986 -4.03659
92 H -7.16031 0.80784 -0.85459
93 H 1.79947 -2.49605 -1.49121

Kohn-Sham gap (alpha / beta) in eV: 7.2 / 7.0
Energy above the lowest of the compared OMol25 structures with the same formula, charge and spin in eV: 0.0000
Multiplicity: 2
HOMO energy (alpha / beta) in eV: -7.3 / -7.1



Entry from OMol25: a structure of composition C40H42ClMnN5O4Te in a non-equilibrium geometry (ωB97M-V/def2-TZVPD).

CARTESIAN COORDINATES (ANGSTROEM)
1 Te 0.50974 -1.74307 0.12136
2 Mn -0.83365 2.17923 -1.44862
3 Cl 3.91409 1.96298 4.10060
4 O -3.62486 1.52729 -0.56022
5 O -1.72494 -1.99013 -1.34082
6 O -0.61359 2.60222 0.40866
7 O 0.01990 4.74328 -2.40126
8 N -2.74154 2.39948 -1.10941
9 N -0.82836 2.08995 -3.43810
10 N -1.02291 0.20436 -1.34054
11 N 1.11042 1.89140 -1.62881
12 N -0.85899 4.06995 -1.82904
13 C 2.80296 1.53383 -3.42667
14 C 4.16126 -3.80701 1.48792
15 C -1.81969 2.35603 -4.28543
16 C 1.39283 2.74505 3.41389
17 C 1.39123 -1.16668 3.44728
18 C 2.04471 1.62490 -5.73726
19 C 1.93313 1.64441 -0.64464
20 C 3.39846 -2.64824 3.42490
21 C -4.12679 -4.10090 3.93933
22 C 0.44190 1.90175 -3.90895
23 C -1.67882 -0.08321 2.23645
24 C -1.17164 -3.85478 1.54619
25 C 2.58118 2.17873 2.97315
26 C -2.53488 -0.62544 -3.10187
27 C -2.33336 6.04016 -1.69195
28 C -1.62609 2.38840 -5.65077
29 C -4.22377 4.13236 -0.22747
30 C 5.48075 -4.06480 3.62339
31 C 2.72884 1.80244 1.65850
32 C 2.14999 -2.46325 1.35297
33 C 0.45082 2.50428 1.18364
34 C -3.00826 -3.52410 3.10277
35 C 3.05105 1.45597 -4.79399
36 C -1.71844 -0.82190 -1.83778
37 C -2.02430 4.59919 -1.46713
38 C 3.10164 -3.30606 0.73539
39 C -1.77675 -1.59880 2.24176
40 C 1.68523 1.97490 0.74057
41 C 0.71798 1.88120 -5.30706
42 C -0.37879 -4.82818 0.69704
43 C 2.31946 -2.11393 2.70956
44 C -0.94491 -2.45914 1.50514
45 C 3.02994 -3.67884 -0.73705
46 C -0.36245 2.13886 -6.16938
47 C 4.32066 -3.49688 2.83642
48 C -2.78948 -2.16179 3.03438
49 C 1.49338 1.75141 -2.95516
50 C 0.35217 2.90990 2.51754
51 C -2.18413 -4.35615 2.35128
52 C -2.99507 3.65552 -0.92159
53 H -2.22966 6.63317 -0.77745
54 H -1.87324 -0.44258 -3.95222
55 H 3.66683 1.36306 1.32431
56 H 3.15253 -2.80073 -1.37480
57 H 3.63179 1.46773 -2.73376
58 H 4.06769 1.27549 -5.13055
59 H -0.78033 -5.83912 0.79049
60 H 3.52114 -2.37306 4.47153
61 H 2.06610 -4.11814 -0.99134
62 H 2.25959 1.59569 -6.80113
63 H -3.43592 -1.48742 3.59692
64 H 1.28335 3.03664 4.45137
65 H -2.79347 2.53056 -3.84581
66 H -1.62570 6.42500 -2.42198
67 H -1.24061 0.28129 3.17277
68 H -4.50771 3.41915 0.54050
69 H -1.07316 0.28905 1.41796
70 H 2.90511 1.22715 -0.87343
71 H -3.73910 -4.79657 4.68938
72 H 3.81711 -4.39270 -0.98744
73 H 6.43062 -3.86068 3.12414
74 H 0.88782 -0.49439 2.75780
75 H -4.05266 5.10834 0.22108
76 H 4.89020 -4.45453 1.00413
77 H -3.34909 6.17261 -2.07113
78 H -2.67125 0.36837 2.13911
79 H -0.43105 -4.52539 -0.35120
80 H -2.34774 -5.43159 2.37584
81 H -4.67623 -3.31200 4.45741
82 H 1.94947 -0.56134 4.16388
83 H 5.39100 -5.14929 3.72428
84 H -0.58618 3.34931 2.84093
85 H 5.52369 -3.63482 4.62530
86 H -2.46825 2.60064 -6.29846
87 H 0.62022 -1.72215 3.99459
88 H -0.18630 2.15608 -7.24226
89 H 0.67607 -4.83995 0.99104
90 H -3.09156 -1.54221 -3.26290
91 H -5.05275 4.20942 -0.93472
92 H -3.10333 0.70947 -0.55234
93 H -3.22795 0.21822 -3.01644
94 H -4.83434 -4.65390 3.31552

Total charge: -1
Kohn-Sham gap (alpha / beta) in eV: 4.7 / 6.2
Energy above the lowest of the compared OMol25 structures with the same formula, charge and spin in eV: 0.0000
Multiplicity: 5
HOMO energy (alpha / beta) in eV: -2.4 / -4.6



Entry from OMol25: a structure of composition C40H42EuNOP2 in a non-equilibrium geometry (ωB97M-V/def2-TZVPD).

CARTESIAN COORDINATES (ANGSTROEM)
1 Eu -0.76026 1.15500 -0.57562
2 P 0.15603 0.43265 -3.36925
3 P 1.65362 2.42651 -1.25819
4 O -2.17021 1.32221 1.31186
5 N -2.99073 0.95820 2.31977
6 C 1.99136 4.98417 -2.20308
7 C 4.79663 4.85750 -2.20527
8 C -4.54724 -0.04541 4.37040
9 C 0.70955 -2.49742 4.16902
10 C 0.06086 -3.67053 -2.85643
11 C -4.25740 0.51625 2.03962
12 C 2.66181 3.84771 -1.70486
13 C 1.76137 2.13356 0.55812
14 C 0.58656 0.52303 -5.20329
15 C 1.80355 0.44081 -7.77197
16 C 2.73507 6.09239 -2.60266
17 C -1.25213 -4.00684 -3.20246
18 C -1.56033 -3.05818 6.18897
19 C 0.26092 -0.47473 -6.13570
20 C -1.02702 -1.70999 5.80831
21 C -3.33819 0.60106 4.65159
22 C -2.07647 -3.75450 3.83154
23 C -2.20859 -0.73820 -0.81064
24 C -1.38938 -3.27183 2.79508
25 C 4.13787 6.02387 -2.61219
26 C 1.89448 0.24745 -2.85616
27 C 1.45558 1.55320 -5.63481
28 C 1.39218 3.07276 2.75619
29 C 0.00548 -1.45875 4.99234
30 C -2.52290 1.00321 3.60224
31 C 1.20541 0.66605 2.41719
32 C -5.01230 -0.05980 3.05437
33 C -0.37411 -1.34140 -3.37028
34 C -1.66177 -1.70081 -3.83263
35 C -1.48361 -4.17699 5.13580
36 C 2.07122 1.49612 -6.89146
37 C -2.10716 -3.02087 -3.71747
38 C 1.56575 0.82154 1.07248
39 C 1.21358 1.77835 3.26899
40 C 1.62566 3.26163 1.40294
41 C 2.50974 1.01804 -1.92602
42 C 4.06258 3.77385 -1.71483
43 C 0.49000 -2.34342 -2.91583
44 C 0.88587 -0.53731 -7.38852
45 C 0.08128 -2.98250 2.83592
46 H -2.33966 -0.92132 -4.19719
47 H -1.61444 -5.02778 -3.08659
48 H 1.69862 -2.09191 3.89194
49 H 1.66912 2.39632 -4.97120
50 H -0.46846 -4.58018 5.03636
51 H 0.65033 -3.88953 2.55098
52 H -4.58228 0.59758 1.00162
53 H -1.52733 -0.88370 6.32160
54 H 0.46896 -0.45863 4.95380
55 H 1.64095 -0.07165 0.43164
56 H 2.78401 2.27088 -7.18416
57 H -3.16465 -3.87699 3.79362
58 H -5.98075 -0.49481 2.80983
59 H 0.94932 -0.32290 2.80386
60 H -2.63180 -2.93641 6.43694
61 H -2.09875 -4.99996 5.53100
62 H 0.89716 4.97336 -2.26243
63 H 0.92710 -3.38855 4.77136
64 H -1.05008 -3.40508 7.10644
65 H -2.97798 -0.61071 -0.01412
66 H 3.55200 0.89372 -1.63034
67 H 5.88427 4.79036 -2.27841
68 H 0.66241 -1.37059 -8.05673
69 H 2.29594 0.38948 -8.74599
70 H 0.75290 -4.44516 -2.52956
71 H -1.49787 1.35191 3.74537
72 H -1.50300 -1.53831 -0.51194
73 H -0.47251 -1.24111 -5.88639
74 H 4.70791 6.89061 -2.94543
75 H -3.12906 -3.27212 -4.01900
76 H 1.50499 -2.10068 -2.60254
77 H -1.88174 -3.11053 1.82446
78 H 2.46650 -0.44230 -3.48353
79 H 4.56759 2.87779 -1.35530
80 H 1.29609 3.93723 3.41756
81 H 0.24541 -2.23493 2.04443
82 H 2.21217 6.99634 -2.92184
83 H -3.00422 0.76923 5.67538
84 H -2.66823 -0.96504 -1.78393
85 H 1.10183 1.64916 4.34347
86 H 1.75417 4.26842 0.99052
87 H -5.13116 -0.52916 5.16127

Kohn-Sham gap (alpha / beta) in eV: 3.1 / 6.1
Energy above the lowest of the compared OMol25 structures with the same formula, charge and spin in eV: 0.0000
Multiplicity: 9
HOMO energy (alpha / beta) in eV: -3.3 / -6.4